1.
# C21H32N4O4S

The molecule C21H32N4O4S (ωB97M-V/def2-TZVPD, OMol25).

## Properties
Orbital gap, Eh: 0.2791
Calculated total energy, hartree: -1737.604381
Energy relative to the best compared isomer or geometry (same formula, charge and spin), eV: 0.239

Last column: natural (NBO) charge in e.
Cartesian coordinates (Å):
C (-1.45875, -2.68367, -7.26881)  -0.6076
C (-0.21108, -2.41215, -6.43563)  -0.3846
C (-0.49058, -1.58103, -5.18402)  -0.4366
C (-0.97194, -0.15978, -5.52345)  -0.2094
N (-0.90993, 0.83011, -4.46568)  -0.4542
C (-1.46856, 0.40238, -3.20538)  -0.4067
C (0.27074, 1.64945, -4.39364)  -0.2042
C (1.60616, 0.99949, -3.96887)  -0.2522
N (1.61104, 0.62011, -2.57994)  -0.6118
C (1.81238, -0.63335, -2.15781)  0.6720
O (2.04549, -1.58056, -2.89674)  -0.6699
C (1.73665, -0.82317, -0.67195)  -0.3168
C (1.97608, -2.08476, -0.22359)  0.1374
N (1.95026, -2.42837, 1.07861)  -0.5168
C (1.69861, -1.50144, 2.05426)  0.1817
C (1.69959, -1.86796, 3.40663)  -0.2462
C (1.45307, -0.92095, 4.37236)  -0.1401
C (1.21087, 0.39793, 4.00334)  -0.3461
S (0.85986, 1.58026, 5.30536)  2.3324
O (1.04501, 2.90312, 4.78151)  -0.9338
O (1.59094, 1.18996, 6.47473)  -0.9433
N (-0.75060, 1.24301, 5.56730)  -0.6995
C (-1.66859, 1.80379, 4.59842)  -0.2309
C (-2.32142, 0.70804, 3.75921)  -0.6096
C (-1.18110, 1.11329, 6.94317)  -0.2130
C (-1.21380, 2.44283, 7.69177)  -0.6271
C (1.20577, 0.77504, 2.68432)  -0.1402
C (1.44345, -0.17060, 1.68139)  -0.1156
C (1.42469, 0.24341, 0.26641)  0.5116
O (1.15813, 1.40007, -0.05036)  -0.6201
H (-1.86653, -1.76052, -7.67253)  0.2000
H (-2.22464, -3.16199, -6.66168)  0.1986
H (-1.22168, -3.34277, -8.10143)  0.2068
H (0.22335, -3.36565, -6.12617)  0.2011
H (0.53099, -1.89911, -7.05232)  0.1900
H (0.42183, -1.53987, -4.58894)  0.2330
H (-1.24957, -2.08744, -4.58347)  0.1911
H (-0.38948, 0.22544, -6.36394)  0.1888
H (-2.02094, -0.21301, -5.84129)  0.1854
H (-0.91229, -0.40704, -2.71542)  0.1679
H (-1.50622, 1.25370, -2.52604)  0.1998
H (-2.48827, 0.05673, -3.38341)  0.1921
H (0.05646, 2.46585, -3.69538)  0.1895
H (0.42352, 2.08868, -5.38462)  0.1959
H (2.40741, 1.72783, -4.14334)  0.1933
H (1.81353, 0.10561, -4.55906)  0.2259
H (1.39013, 1.32498, -1.88041)  0.4365
H (2.19764, -2.86086, -0.94375)  0.2495
H (2.13763, -3.38246, 1.35422)  0.4158
H (1.89977, -2.89438, 3.67754)  0.2184
H (1.45877, -1.16685, 5.42170)  0.2435
H (-1.09894, 2.48104, 3.95887)  0.2251
H (-2.44029, 2.38939, 5.10626)  0.1988
H (-2.87873, 0.02557, 4.39622)  0.2035
H (-1.56616, 0.14005, 3.22201)  0.2087
H (-3.00416, 1.15149, 3.03944)  0.2143
H (-0.46397, 0.44708, 7.42509)  0.2243
H (-2.16562, 0.63701, 6.94534)  0.1988
H (-1.51753, 2.28273, 8.72310)  0.2149
H (-1.90941, 3.13806, 7.22711)  0.2027
H (-0.22018, 2.88343, 7.67751)  0.2221
H (1.03114, 1.80281, 2.40588)  0.2648



2.
# C13H37O23P4V2

C13H37O23P4V2 as an isolated structure (ωB97M-V/def2-TZVPD, OMol25).

## Properties
Net charge: +1
Orbital gap, Eh: 0.2703
Calculated total energy, hartree: -5501.594979
Energy relative to the best compared isomer or geometry (same formula, charge and spin), eV: 3.425

Last column: Mulliken charge in e.
Cartesian coordinates (Å):
O (4.26440, 1.70789, 2.00715)  -0.4510
V (4.40435, 0.25386, 1.29203)  1.4228
O (5.98557, -0.02209, 0.99640)  -0.5314
O (0.50902, -1.88241, 5.88912)  -0.3383
V (0.82333, -0.94771, 4.66430)  1.1095
O (1.15944, 0.53951, 5.20076)  -0.4896
O (0.10683, -0.05221, 0.31612)  -0.2887
C (0.99336, -0.14951, 1.30908)  0.4067
O (2.17886, -0.12288, 1.03996)  -0.0821
O (0.60470, -0.09738, 2.49593)  -0.1052
H (0.69189, -0.17544, -0.43495)  0.1099
C (2.06811, -4.17053, 1.74948)  -0.7078
O (0.80614, -3.70451, 1.23821)  -0.1356
P (-0.46201, -3.54167, 2.22749)  0.9054
O (-0.22727, -2.58030, 3.33854)  -0.3421
O (-1.68660, -3.28909, 1.23917)  -0.4065
C (-2.40860, -2.07037, 1.27328)  -0.0604
O (-0.71531, -5.09941, 2.71459)  -0.4213
C (-0.80220, -6.15698, 1.80386)  -0.7193
H (2.85813, -3.66396, 1.19506)  0.1716
H (2.20655, -5.24600, 1.63865)  0.2690
H (2.17869, -3.84035, 2.78236)  0.3056
H (-2.37101, -1.51010, 0.33906)  0.0583
H (-2.07631, -1.41135, 2.07538)  -0.1218
H (-3.44532, -2.35051, 1.45997)  0.3117
H (0.06440, -6.81776, 1.82566)  0.2804
H (-0.84439, -5.77517, 0.78379)  0.2920
H (-1.74269, -6.69631, 1.91649)  0.3053
C (-4.54785, 1.14319, 3.24947)  -0.8627
O (-3.58406, 0.16650, 3.58565)  -0.0919
P (-2.50703, 0.61660, 4.71768)  0.6546
O (-1.46423, -0.36142, 5.00042)  -0.1345
O (-2.02273, 2.12268, 4.34164)  -0.4121
C (-1.43931, 2.32238, 3.04287)  -0.4000
O (-3.46112, 0.83116, 6.00727)  -0.3794
C (-4.47802, -0.14805, 6.33515)  -0.6334
H (-4.47913, 1.57084, 2.24923)  0.2534
H (-4.48970, 1.93429, 3.99706)  0.4212
H (-5.51537, 0.64117, 3.24987)  0.3000
H (-2.13165, 2.98510, 2.52366)  0.3834
H (-1.45589, 1.39373, 2.47240)  -0.1442
H (-0.42106, 2.70465, 3.11438)  0.3408
H (-4.44948, -0.37616, 7.40063)  0.2780
H (-4.31388, -1.07101, 5.77901)  0.2718
H (-5.49663, 0.22667, 6.23452)  0.2748
C (-1.02912, -0.85364, -3.35056)  -0.5390
O (-0.85473, 0.42557, -3.86082)  -0.0147
P (-1.24939, 0.89993, -5.40027)  0.6777
O (-2.67405, 0.63019, -5.78718)  -0.6747
O (-0.80712, 2.47991, -5.48506)  -0.3604
C (0.16099, 2.99587, -4.56816)  -0.1988
O (-0.13973, 0.15564, -6.39149)  -0.2751
C (-0.30131, 0.23476, -7.73383)  -0.6773
H (-1.60257, -1.50068, -4.01434)  0.4179
H (-1.50835, -0.72635, -2.37987)  0.1039
H (-0.07420, -1.34379, -3.16092)  0.2143
H (-0.33790, 3.55109, -3.77384)  0.2854
H (0.83702, 3.63497, -5.13616)  0.3465
H (0.81983, 2.21532, -4.18768)  -0.1247
H (-1.04532, 1.00474, -7.93801)  0.3492
H (-0.50943, -0.76558, -8.11343)  0.2287
H (0.66271, 0.48066, -8.17913)  0.2434
C (1.53867, 3.05164, -0.37065)  -0.7934
O (2.01269, 2.50304, -1.57944)  0.0973
P (3.56046, 2.04366, -1.83432)  0.3791
O (4.11306, 1.26677, -0.69611)  -0.1037
O (3.45395, 1.25097, -3.24749)  -0.3178
C (2.88451, -0.01707, -3.24251)  -0.0571
O (4.38712, 3.39605, -2.21423)  -0.3332
C (4.19128, 4.01502, -3.47145)  -0.6356
H (2.26682, 3.22406, 0.42191)  0.3644
H (0.67087, 2.51491, 0.01267)  0.1664
H (1.11402, 4.02501, -0.61623)  0.3590
H (2.58715, -0.35532, -2.24990)  -0.0378
H (3.52576, -0.76460, -3.70953)  0.3582
H (1.97432, -0.03118, -3.84205)  -0.1373
H (5.16428, 4.06545, -3.96013)  0.2771
H (3.79178, 5.02911, -3.48221)  0.3064
H (3.55100, 3.43429, -4.13544)  0.2393



3.
# C12H47AlNO9

C12H47AlNO9 as an isolated structure (ωB97M-V/def2-TZVPD, OMol25).

## Properties
Net charge: -1
Orbital gap, Eh: 0.2164
Calculated total energy, hartree: -1459.548487

Last column: natural (NBO) charge in e.
Cartesian coordinates (Å):
N (2.85471, -3.64805, -3.19212)  -0.8697
C (1.97507, -2.44999, -3.32436)  -0.2109
C (0.70613, -2.63684, -2.48045)  -0.4259
C (-0.54278, -1.98033, -3.11038)  -0.9367
Al (-1.50197, -3.54727, -4.04471)  0.8984
H (2.70003, -4.00934, -2.25639)  0.3635
H (2.44999, -4.32818, -3.82840)  0.3543
H (2.54005, -1.57775, -2.98631)  0.1474
H (1.73674, -2.33777, -4.37804)  0.1964
H (0.55064, -3.71645, -2.44247)  0.1934
H (0.87819, -2.31473, -1.44612)  0.1629
H (-1.16593, -1.58232, -2.30675)  0.1921
H (-0.26491, -1.20165, -3.82090)  0.1904
H (-2.85441, -3.16433, -4.79593)  -0.3948
H (-1.70206, -4.67200, -2.87457)  -0.4315
H (-0.38185, -4.16657, -5.06144)  -0.4339
C (-4.36376, -0.39028, -2.74072)  -0.2606
O (-4.28128, -1.32514, -3.81466)  -0.7016
H (-3.69319, -0.73075, -1.95739)  0.2059
H (-4.05213, 0.60701, -3.07341)  0.1404
H (-5.38073, -0.34093, -2.34637)  0.1649
H (-4.87666, -1.03207, -4.51111)  0.4483
C (-1.92951, 0.20064, 0.90432)  -0.2433
O (-2.70634, -0.84940, 0.34501)  -0.7248
H (-2.48628, 1.12797, 0.78259)  0.1727
H (-1.74662, 0.03207, 1.96768)  0.1603
H (-0.97232, 0.28854, 0.38252)  0.1664
H (-2.21096, -1.66895, 0.44536)  0.4701
C (3.95828, 0.07949, -0.18497)  -0.2446
O (4.02838, -1.27516, 0.23775)  -0.7309
H (3.97962, 0.71241, 0.70112)  0.1598
H (4.81389, 0.32762, -0.82022)  0.1593
H (3.02848, 0.26283, -0.72994)  0.1761
H (4.00461, -1.83228, -0.54938)  0.4799
C (0.34824, 2.95840, 1.82350)  -0.2535
O (0.04159, 1.83199, 2.64580)  -0.7446
H (-0.51679, 3.61849, 1.81896)  0.1743
H (1.21045, 3.49351, 2.22125)  0.1830
H (0.55811, 2.63390, 0.80118)  0.1694
H (0.81182, 1.25471, 2.64008)  0.4727
C (-8.57169, 0.14378, -1.33392)  -0.2467
O (-7.27645, 0.68761, -1.11792)  -0.7141
H (-8.50752, -0.52886, -2.18531)  0.1878
H (-8.91028, -0.42210, -0.46151)  0.1592
H (-9.29721, 0.93175, -1.55804)  0.1536
H (-7.32710, 1.28237, -0.36318)  0.4610
C (-2.28982, 1.80074, 5.44155)  -0.2438
O (-2.14123, 2.93102, 4.59679)  -0.7311
H (-2.53475, 2.16082, 6.43868)  0.1719
H (-3.09709, 1.15105, 5.09150)  0.1604
H (-1.36031, 1.22635, 5.48874)  0.1638
H (-1.91934, 2.59866, 3.71979)  0.4775
C (1.23894, -5.39254, 0.24892)  -0.2508
O (2.17269, -5.53876, -0.81499)  -0.7306
H (1.41967, -4.42615, 0.71361)  0.1815
H (0.21432, -5.41789, -0.13027)  0.1864
H (1.37372, -6.17918, 0.99818)  0.1493
H (2.00862, -6.38749, -1.23806)  0.4682
C (3.94264, 4.72885, 1.00772)  -0.2589
O (3.64972, 3.60092, 1.83616)  -0.7303
H (3.08019, 5.39010, 1.00924)  0.1854
H (4.80991, 5.26876, 1.39572)  0.1746
H (4.14052, 4.39869, -0.01479)  0.1695
H (4.42161, 3.02613, 1.81954)  0.4600
C (5.71150, 5.21738, 4.42141)  -0.2517
O (6.61776, 5.08475, 3.32703)  -0.7227
H (5.90147, 6.16921, 4.91025)  0.1805
H (4.67892, 5.19822, 4.06444)  0.1746
H (5.87092, 4.40809, 5.13811)  0.1635
H (6.43511, 4.23672, 2.91095)  0.4569



4.
# CH7N3OP

A 2-piece molecular cluster, CH7N3OP overall (ωB97M-V/def2-TZVPD, OMol25).

## Properties
Net charge: +1
Orbital gap, Eh: 0.2963
Calculated total energy, hartree: -622.872474
Energy relative to the best compared isomer or geometry (same formula, charge and spin), eV: 0.667

Last column: natural (NBO) charge in e.
Cartesian coordinates (Å):
C (-1.35622, -0.18508, 0.04654)  0.7983
N (-2.59070, -0.61894, -0.23426)  -0.7933
N (-1.16755, 1.13842, 0.20466)  -0.8129
N (1.78866, 0.24613, 0.06236)  -0.9425
O (-0.40975, -0.98884, 0.14116)  -0.6898
P (3.21359, -0.20228, -0.05124)  1.2579
H (-3.36656, 0.00433, -0.36929)  0.4079
H (-2.72933, -1.60062, -0.41049)  0.4274
H (-1.93984, 1.77889, 0.20375)  0.4094
H (-0.26723, 1.47579, 0.49903)  0.4158
H (0.85305, -0.36107, 0.15747)  0.4555
H (4.17180, 0.78759, -0.29765)  0.0350
H (3.80009, -1.47433, 0.04798)  0.0314



5.
# C4H12FO2

A 3-piece molecular cluster, C4H12FO2 overall (ωB97M-V/def2-TZVPD, OMol25).

## Properties
Net charge: -1
Orbital gap, Eh: 0.2740
Calculated total energy, hartree: -409.949998
Energy relative to the best compared isomer or geometry (same formula, charge and spin), eV: 0.000

Last column: natural (NBO) charge in e.
Cartesian coordinates (Å):
F (-0.54739, 2.95475, -0.06027)  -0.9526
C (-2.22336, -1.05427, 2.30797)  -0.6125
C (-1.81030, -0.28092, 1.07374)  -0.0677
O (-1.34878, 0.97636, 1.60477)  -0.7700
H (-2.87004, -0.47921, 2.97071)  0.2055
H (-1.36839, -1.43377, 2.86754)  0.1946
H (-2.78105, -1.96440, 2.08716)  0.1777
H (-2.65520, -0.01296, 0.43937)  0.1551
H (-1.09241, -0.89347, 0.52829)  0.1425
H (-1.07124, 1.56097, 0.89567)  0.5330
C (0.99887, 0.24580, -1.25769)  -0.6306
C (2.30155, -0.15327, -2.03485)  -0.0592
O (3.43453, 0.57803, -1.45048)  -0.7381
H (0.23489, -0.48864, -1.51267)  0.1872
H (0.65853, 1.24855, -1.51609)  0.2736
H (1.14253, 0.10840, -0.18597)  0.2212
H (2.16130, 0.07156, -3.09216)  0.1489
H (2.57048, -1.20054, -1.89706)  0.1408
H (4.26547, 0.21702, -1.76796)  0.4508



These records have lowest unoccupied orbital energy values of -0.2; -5.1; 1.7; -6.0; 3.3 eV, in the order they appear.